Entry from OMol25: a structure of composition C45H60F5IrNO2P2Si (wB97M-V/def2-TZVPD).

Each line ends with the Löwdin charge.
Cartesian coordinates (Å):
Si -2.08 0.04 1.34  0.46
H 1.15 1.88 -2.03  0.07
C -4.59 -5.35 -3.41  -0.10
H -0.29 -1.07 5.89  0.11
H -0.07 2.16 3.27  0.09
C -3.97 3.49 2.78  -0.07
C -4.55 -4.14 -1.35  -0.12
C 2.00 1.63 3.53  -0.19
C 0.34 -1.43 2.08  -0.35
H 2.86 2.16 0.92  0.09
H 6.26 -1.51 0.55  0.11
H 3.44 -3.68 -0.38  0.11
H 1.66 -2.36 5.07  0.11
H 1.87 -4.81 -0.64  0.08
H 0.45 3.46 -3.80  0.10
H 2.19 3.25 -3.81  0.12
C 1.37 3.66 -3.23  -0.19
H 1.99 0.81 2.81  0.08
H 2.57 -3.64 1.12  0.08
O -0.99 0.92 -2.52  -0.18
C 1.28 2.95 -1.88  -0.23
H 2.07 -2.58 2.68  0.08
H -3.95 -0.88 2.67  0.03
H 0.98 -6.27 -0.28  0.12
H -3.22 0.04 -1.78  0.06
C -4.69 -5.32 -2.02  -0.14
C -0.90 -3.11 -1.61  -0.22
H -4.30 1.38 2.83  0.09
H -4.44 -0.72 0.98  0.03
H -4.09 0.78 -3.08  0.12
H -1.30 5.02 1.41  0.09
H 1.26 5.22 -0.28  0.11
C -1.64 2.89 1.35  -0.37
C -0.97 -0.58 3.91  -0.09
H -0.96 -5.06 0.46  0.12
H -0.26 -3.77 -3.56  0.11
H -0.48 5.48 -0.26  0.09
C 0.41 5.74 -2.19  -0.19
H -1.83 -3.69 -1.66  0.10
C 3.38 2.30 3.56  -0.18
H 5.04 -3.49 1.40  0.12
Ir -0.62 0.27 -0.47  0.81
H 1.05 -3.24 -2.52  0.11
C 0.91 2.62 3.16  -0.17
C -3.62 -0.99 1.63  -0.20
C 1.12 3.18 1.74  -0.39
H 3.59 2.69 4.56  0.11
C 1.21 -2.02 3.01  -0.08
H 4.16 1.55 3.36  0.11
H 1.55 5.66 -4.03  0.11
H 1.79 1.17 4.50  0.11
P -0.07 2.47 0.49  1.00
C -4.36 -4.17 -4.15  -0.13
C 0.34 -5.22 -2.06  -0.19
C 3.05 -0.48 0.23  -0.25
C 3.17 -3.03 0.45  -0.20
C -2.13 1.92 -4.34  0.02
H -1.94 2.97 -4.10  0.09
F -4.89 -6.46 -1.37  0.16
H -1.35 -2.81 0.45  0.09
H -4.88 3.71 3.32  0.11
C 2.37 -1.82 -0.11  -0.39
F -4.72 -6.49 -4.05  0.19
C 2.60 3.14 1.32  -0.20
C 4.47 -2.60 1.13  -0.20
H 2.78 3.86 0.53  0.10
H 0.55 6.81 -2.04  0.11
C -0.11 -1.17 4.82  -0.07
C -0.04 -4.48 0.33  -0.17
H -3.40 -2.05 1.47  0.02
H 3.16 4.38 2.98  0.12
C 0.87 -5.24 -0.63  -0.19
F -4.28 -4.25 -5.47  0.16
P 0.57 -1.61 0.27  0.93
C -2.09 1.12 -3.08  -0.54
H 4.51 3.58 2.21  0.11
C 3.48 3.43 2.53  -0.18
H -0.54 5.61 -2.71  0.12
C -4.23 -2.99 -3.50  -0.12
C 0.14 3.53 -1.02  -0.42
H 5.43 -2.32 -0.76  0.11
H 2.49 0.32 -0.25  0.07
C 0.98 -1.89 4.37  -0.07
H 2.36 -1.89 -1.21  0.11
H -1.15 -2.10 -1.96  0.08
H -3.36 5.54 2.61  0.11
C -3.13 4.51 2.38  -0.06
H 4.98 0.41 0.33  0.11
H 0.93 3.46 3.87  0.13
C -0.47 -3.09 -0.14  -0.41
C -0.77 -0.70 2.53  -0.29
H 4.28 -2.05 2.05  0.11
H -1.81 0.00 4.28  0.11
C 0.11 -3.79 -2.53  -0.18
H 2.23 3.09 -1.35  0.10
H 2.97 -0.31 1.31  0.09
C -4.32 -2.89 -2.05  -0.28
C 1.53 5.17 -3.06  -0.20
H 4.60 -0.22 -1.25  0.11
F -4.61 -4.10 -0.03  0.16
C -3.64 2.17 2.49  -0.09
C 5.27 -1.73 0.16  -0.18
H -0.61 -5.78 -2.12  0.11
H -1.32 1.58 -4.99  0.10
H -0.80 3.37 -1.56  0.11
O -4.16 -1.82 -1.45  0.10
C -2.48 1.84 1.79  -0.30
H -3.08 1.84 -4.86  0.09
H 2.50 5.37 -2.58  0.12
C -1.96 4.21 1.68  -0.08
H 0.81 4.23 1.74  0.10
C 4.52 -0.43 -0.18  -0.17
H 0.41 -4.43 1.33  0.10
N -3.23 0.68 -2.57  0.21
H 1.04 -5.73 -2.73  0.11
F -4.01 -1.87 -4.17  0.14
C 0.33 5.03 -0.83  -0.20

Properties
E_HOMO (spin up / spin down): -0.3099 / -0.4119 Ha
ΔE to the lowest compared entry with this formula, charge and spin: 0.0 kJ/mol
net charge: +1
orbital gap (spin up / spin down): 6.48 / 6.23 eV
molar mass: 1024.22 g/mol
spin multiplicity: 5